Record 1
95
Properties=species:S:1:pos:R:3:forces:R:3 method="wB97M-V/def2-TZVPD" total_energy_ev=-75299.984 spin_multiplicity=2 orbital_gap_ev="5.865 / 5.815" total_charge=-1
Ru 0.331 0.510 1.181 -0.10 0.59 1.10
C 2.793 1.412 -0.789 0.23 0.05 -0.16
C 3.289 1.117 0.587 0.32 0.15 -0.20
C 4.688 1.100 0.814 -0.07 0.24 -0.42
C 5.179 0.982 2.065 0.36 0.02 0.13
C 4.287 0.897 3.143 -0.38 -0.01 0.13
C 4.738 0.860 4.478 0.09 -0.03 -0.04
C 3.828 0.764 5.491 -0.28 -0.04 0.15
C 2.453 0.684 5.204 0.18 0.04 0.13
C 1.972 0.697 3.907 -0.04 -0.10 0.35
S 0.283 0.504 3.622 -0.19 0.13 -1.77
C 2.901 0.838 2.844 0.31 0.07 0.32
N 2.427 0.924 1.561 -0.28 -0.87 -0.19
H 3.634 1.519 -1.477 -0.03 0.01 0.04
H 2.221 2.343 -0.790 0.00 -0.05 0.00
H 2.137 0.632 -1.146 -0.07 -0.12 -0.01
H 5.355 1.215 -0.030 -0.07 -0.04 -0.05
H 6.249 0.969 2.249 -0.09 0.01 0.01
H 5.803 0.915 4.678 -0.03 -0.02 -0.03
H 4.169 0.733 6.522 -0.10 0.02 -0.08
H 1.724 0.597 6.004 0.14 -0.01 0.00
C -4.421 2.124 -4.820 0.07 -0.02 0.05
C -4.042 0.656 -4.621 0.20 0.28 -0.02
C -3.725 -0.062 -5.924 0.12 -0.02 0.08
C -2.492 0.542 -6.583 -0.02 -0.01 0.13
C -1.346 0.589 -5.598 -0.26 -0.04 -0.09
C -0.047 0.626 -6.040 0.15 0.02 -0.07
C 0.997 0.567 -5.125 -0.05 0.02 -0.09
F 2.257 0.591 -5.596 0.24 0.02 -0.14
C 0.786 0.459 -3.785 0.31 -0.03 0.21
C -0.521 0.456 -3.307 -0.31 -0.14 0.00
C -0.759 0.327 -1.855 -0.65 0.03 -0.53
O 0.181 0.029 -1.124 0.97 0.42 1.07
C -2.105 0.548 -1.436 -0.19 0.22 -0.02
C -3.080 0.632 -2.382 0.02 -0.06 -0.10
N -2.880 0.548 -3.713 -0.26 0.10 -0.10
C -1.586 0.537 -4.211 -0.12 -0.07 0.04
C -2.571 0.696 -0.001 0.17 0.01 0.30
O -3.773 0.924 0.168 0.12 0.02 -0.02
O -1.708 0.612 0.927 -0.59 -0.32 0.15
H -5.234 2.218 -5.547 0.08 -0.01 0.07
H -3.560 2.701 -5.170 -0.11 -0.03 0.00
H -4.750 2.556 -3.872 0.03 0.01 -0.08
H -4.868 0.147 -4.132 -0.04 -0.11 0.13
H -4.593 -0.011 -6.583 0.00 0.01 -0.01
H -3.533 -1.114 -5.703 -0.04 -0.02 -0.01
H -2.718 1.541 -6.966 0.02 0.03 0.01
H -2.193 -0.063 -7.439 0.01 0.01 -0.06
H 0.167 0.689 -7.101 0.05 -0.06 0.04
H 1.611 0.371 -3.088 -0.09 -0.01 -0.12
H -4.102 0.766 -2.043 0.04 -0.08 0.00
F -2.698 5.201 5.092 -0.07 0.05 0.11
C -2.012 4.576 4.098 0.04 -0.01 -0.10
C -2.702 4.067 3.023 -0.08 -0.09 -0.16
C -1.991 3.439 2.004 -0.11 0.02 0.03
C -0.605 3.302 2.060 0.07 0.09 -0.23
C 0.186 2.618 0.984 0.05 -0.55 0.18
C 0.049 3.852 3.164 0.08 0.07 0.08
C -0.640 4.490 4.186 0.21 -0.03 0.01
H -3.783 4.153 2.982 0.10 -0.01 0.00
H -2.541 3.039 1.161 0.01 -0.04 0.07
H 1.193 3.038 0.967 0.01 0.11 -0.04
H -0.282 2.753 0.005 -0.05 0.11 -0.06
H 1.131 3.771 3.227 -0.08 -0.02 0.02
H -0.125 4.913 5.043 -0.04 -0.05 -0.08
C 3.307 -2.391 2.040 0.23 -0.09 -0.12
C 2.867 -3.133 0.776 -0.30 0.21 0.12
C 2.897 -2.236 -0.464 0.27 -0.15 -0.04
C 1.502 -3.767 0.999 -0.07 0.10 -0.01
C 1.453 -5.158 1.009 0.04 0.13 0.02
C 0.278 -5.857 1.227 0.00 -0.03 0.00
C -0.876 -5.119 1.427 -0.07 0.05 0.03
C -0.896 -3.727 1.423 -0.09 -0.03 0.01
C -2.259 -3.060 1.546 0.27 0.24 -0.08
C -2.359 -2.051 2.693 -0.18 -0.09 0.00
C -2.631 -2.440 0.192 -0.10 0.04 0.05
C 0.310 -2.984 1.214 0.22 0.36 -0.10
O 0.323 -1.663 1.192 0.14 -0.83 -0.10
H 4.288 -1.914 1.906 -0.11 -0.04 0.02
H 3.369 -3.084 2.885 0.02 0.05 -0.05
H 2.574 -1.632 2.287 -0.12 0.10 0.07
H 3.575 -3.950 0.606 -0.01 -0.06 -0.01
H 2.191 -1.424 -0.356 -0.16 0.13 0.02
H 2.616 -2.810 -1.353 0.03 0.06 0.06
H 3.905 -1.822 -0.621 -0.14 -0.04 0.02
H 2.379 -5.708 0.843 -0.07 0.07 0.01
H 0.261 -6.942 1.231 0.00 0.08 0.01
H -1.818 -5.641 1.589 0.05 0.06 -0.02
H -2.981 -3.855 1.757 0.01 -0.07 -0.02
H -1.714 -1.203 2.521 0.10 0.10 -0.01
H -2.068 -2.518 3.639 -0.04 0.01 -0.04
H -3.386 -1.673 2.784 0.13 -0.08 -0.01
H -1.832 -1.769 -0.129 -0.05 -0.10 0.04
H -3.565 -1.867 0.255 0.12 -0.08 -0.02
H -2.744 -3.225 -0.565 0.00 0.04 0.05

=====

Record 2
92
Properties=species:S:1:pos:R:3:forces:R:3 method="wB97M-V/def2-TZVPD" total_energy_ev=-56813.228 orbital_gap_ev=7.560 total_charge=+1
C 1.918 -0.637 4.453 0.13 -0.16 0.24
C 2.661 0.036 3.289 -0.44 0.62 -0.18
C 4.093 0.353 3.751 0.05 -0.21 -0.06
C 2.723 -0.851 2.035 0.13 -0.24 -0.12
C 1.891 1.320 2.957 0.42 -0.22 0.00
N 2.398 2.532 3.343 0.24 -0.39 -0.19
C 1.513 3.541 3.036 -1.03 -0.48 0.73
C 0.368 2.927 2.425 0.31 0.83 0.49
C -0.761 3.752 2.307 -0.23 0.97 0.02
C -0.730 5.086 2.786 -0.19 -0.65 -0.32
C 0.409 5.637 3.390 0.76 -0.48 0.02
C 1.542 4.828 3.576 -0.50 0.50 -0.64
C 0.643 1.488 2.359 0.42 -1.05 -0.60
C -0.281 0.276 2.042 -0.88 -1.30 1.89
C -1.705 0.643 2.499 0.29 -1.01 -0.24
C -1.933 1.395 3.644 -0.22 0.15 0.38
C -3.233 1.660 4.068 0.51 -0.14 -0.04
C -4.329 1.109 3.402 0.36 -0.14 0.09
C -5.703 1.353 3.935 -0.20 0.13 0.04
C -4.091 0.312 2.281 0.07 0.17 0.27
C -2.791 0.091 1.837 -0.53 -0.04 -0.14
H 0.886 -0.907 4.195 0.36 0.00 0.21
H 2.460 -1.544 4.751 -0.21 0.14 0.02
H 1.875 0.048 5.317 0.03 -0.29 -0.27
H 4.664 0.893 2.984 -0.13 -0.07 0.18
H 4.100 0.916 4.693 0.03 -0.06 -0.20
H 4.614 -0.594 3.947 -0.11 0.26 -0.03
H 3.018 -0.258 1.158 0.01 -0.15 0.22
H 3.464 -1.648 2.177 -0.17 0.14 -0.04
H 1.766 -1.334 1.802 0.27 0.10 0.08
H 3.245 2.683 3.888 -0.45 -0.27 -0.41
H -1.692 3.363 1.896 0.25 0.15 0.05
H -1.638 5.707 2.750 0.45 -0.44 -0.23
H 0.436 6.686 3.712 -0.18 -0.60 -0.01
H 2.419 5.179 4.128 -0.27 -0.06 -0.25
H 0.100 -0.652 2.627 -0.81 1.80 -1.02
H -1.095 1.791 4.213 -0.19 -0.05 -0.13
H -3.373 2.296 4.949 -0.06 -0.29 -0.28
H -6.441 0.788 3.372 -0.13 -0.01 0.02
H -5.784 1.087 4.996 0.05 0.00 -0.23
H -5.940 2.415 3.850 -0.14 0.00 0.02
H -4.924 -0.161 1.770 0.07 0.09 0.02
H -2.633 -0.545 0.966 -0.44 0.45 0.40
O -0.684 -4.371 0.280 -0.34 0.29 -0.96
C -1.006 -4.427 -0.894 0.09 -0.42 0.49
C -1.290 -5.745 -1.598 0.06 -0.28 0.26
C -2.613 -6.187 -1.721 0.15 0.13 -0.30
C -2.895 -7.313 -2.504 0.08 0.26 0.09
C -1.859 -8.001 -3.137 0.04 -0.01 0.34
C -0.531 -7.656 -2.875 0.04 0.27 0.06
C -0.240 -6.527 -2.099 -0.27 0.18 -0.19
N -1.158 -3.299 -1.725 0.00 0.64 1.23
C -1.099 -3.532 -3.155 0.38 -0.54 -1.08
C -1.226 -2.275 -3.991 -0.39 -0.19 0.34
N -0.291 -1.279 -3.513 0.00 0.16 0.67
C 0.182 -0.257 -4.432 -0.39 0.23 0.00
C 1.304 0.555 -3.810 0.61 -0.51 -0.38
N 0.939 1.060 -2.501 -0.38 0.08 0.19
C 0.988 2.407 -2.189 -1.45 1.80 1.32
O 0.294 2.931 -1.291 1.54 -1.33 -1.78
C 1.862 3.229 -3.077 0.22 0.09 0.26
C 1.255 4.282 -3.762 0.13 -0.19 -0.23
C 1.983 4.956 -4.743 -0.04 -0.17 0.16
C 3.303 4.583 -5.005 0.00 0.08 0.23
C 3.942 3.611 -4.228 -0.19 -0.18 0.29
C 3.224 2.936 -3.236 -0.38 0.08 -0.46
C 0.255 0.174 -1.651 -0.18 -0.71 0.07
C 0.209 0.437 -0.299 -0.35 -0.52 0.12
N -0.447 -0.365 0.565 1.72 0.57 -1.28
C -0.940 -1.598 0.095 0.41 0.47 0.78
C -0.831 -1.995 -1.248 0.43 0.75 0.76
C -0.301 -1.033 -2.169 0.27 0.54 -0.03
H -3.411 -5.614 -1.241 0.19 -0.24 -0.23
H -3.931 -7.632 -2.630 0.33 0.08 0.00
H -2.085 -8.833 -3.801 0.06 0.12 0.22
H 0.286 -8.249 -3.292 -0.28 0.21 0.11
H 0.792 -6.213 -1.921 -0.31 -0.18 -0.09
H -0.149 -4.014 -3.404 0.04 0.06 0.00
H -1.873 -4.244 -3.444 -0.06 0.16 0.02
H -0.983 -2.498 -5.034 -0.14 -0.06 0.20
H -2.274 -1.935 -3.927 0.30 0.25 -0.16
H 0.538 -0.775 -5.334 -0.06 0.30 0.17
H -0.626 0.448 -4.714 0.14 -0.41 0.06
H 2.214 -0.047 -3.734 -0.06 -0.12 0.04
H 1.538 1.371 -4.485 -0.06 0.11 0.09
H 0.205 4.506 -3.555 0.41 0.01 -0.11
H 1.498 5.753 -5.304 0.22 -0.18 0.04
H 3.854 5.073 -5.801 -0.06 -0.01 0.11
H 4.988 3.352 -4.398 -0.29 0.19 0.00
H 3.677 2.150 -2.622 -0.07 0.28 -0.32
H 0.696 1.295 0.169 -0.25 -0.28 -0.53
H -1.412 -2.261 0.830 0.46 0.44 -0.34

=====

Record 3
97
Properties=species:S:1:pos:R:3:forces:R:3 method="wB97M-V/def2-TZVPD" total_energy_ev=-137063.868 spin_multiplicity=3 orbital_gap_ev="4.903 / 5.386" total_charge=+2
Au 1.163 -1.488 0.517 -0.04 -0.07 0.16
C -1.738 -1.362 0.214 0.06 -0.02 -0.27
C -2.087 0.899 1.974 -0.08 0.17 0.14
C -1.446 2.200 -0.029 -0.04 0.05 0.53
C -1.510 0.709 3.220 -0.08 0.09 -0.12
C -2.376 0.602 4.368 0.02 -0.11 0.35
C -1.858 0.474 5.606 -0.20 0.07 -0.25
C -0.458 0.259 5.769 0.08 -0.09 -0.19
C 0.448 0.264 4.750 -0.08 -0.07 0.05
C 1.837 -0.279 5.098 -0.01 0.00 0.16
C 2.348 -1.395 4.182 -0.01 -0.03 -0.06
C 2.903 0.772 5.413 0.09 0.04 -0.06
C -0.034 0.647 3.431 0.14 -0.05 -0.06
N 0.718 0.801 2.362 0.08 0.25 0.47
C 2.032 1.166 2.329 0.42 -0.25 -0.26
C 2.969 0.739 1.444 -0.10 0.00 0.31
C 4.307 1.276 1.348 -0.07 0.00 -0.06
C 4.962 0.542 0.429 -0.09 0.01 0.03
C 4.048 -0.483 -0.039 -0.15 -0.06 0.12
N 2.879 -0.364 0.566 0.13 0.04 -0.35
C 4.458 -1.525 -1.047 -0.02 0.05 0.03
C 5.641 -2.298 -0.443 0.06 -0.03 0.01
C 4.916 -0.783 -2.313 0.01 0.04 -0.04
C 3.364 -2.511 -1.431 0.00 -0.08 0.03
H -1.934 -1.864 -0.734 0.00 -0.02 0.04
H -0.744 -1.974 1.926 -0.22 -0.09 -0.06
H -1.209 -0.455 -0.048 -0.06 -0.12 0.01
H -3.732 -0.178 2.575 0.02 0.18 0.06
H -0.235 1.189 1.295 0.44 -0.02 -0.03
H -2.207 4.002 -0.454 -0.01 -0.02 0.04
H -0.538 2.388 -0.595 -0.02 -0.03 -0.04
H -3.438 0.761 4.256 -0.03 -0.04 -0.09
H -2.500 0.486 6.475 0.00 0.02 0.01
H -0.105 0.008 6.761 0.01 0.00 0.04
H 1.642 -0.787 6.046 0.03 0.10 0.01
H 2.898 -1.033 3.317 -0.02 0.06 -0.07
H 1.536 -2.034 3.829 -0.02 -0.01 0.02
H 3.032 -2.026 4.749 0.02 0.00 0.00
H 3.356 1.197 4.516 0.02 -0.05 0.08
H 3.711 0.310 5.980 0.02 -0.02 0.01
H 2.500 1.589 6.012 -0.02 -0.01 0.03
H 2.346 1.927 3.037 -0.09 0.06 -0.11
H 4.676 2.119 1.907 0.02 0.06 0.05
H 5.977 0.668 0.094 0.04 0.00 -0.01
H 6.478 -1.644 -0.207 0.03 0.02 0.01
H 5.991 -3.041 -1.160 -0.01 -0.01 -0.02
H 5.345 -2.820 0.468 -0.01 -0.01 0.02
H 5.724 -0.082 -2.111 0.03 0.01 0.01
H 4.090 -0.231 -2.766 -0.03 0.01 0.00
H 5.279 -1.506 -3.042 0.01 -0.02 -0.01
H 3.062 -3.140 -0.590 -0.01 0.02 0.03
H 3.752 -3.177 -2.203 0.01 -0.01 0.01
H 2.490 -2.012 -1.845 -0.11 0.07 -0.04
Se -7.878 -1.439 1.218 0.37 0.13 -0.08
N -6.393 -2.437 1.170 -0.04 0.03 0.05
C -5.376 -1.630 1.090 0.00 -0.26 0.09
C -3.993 -2.092 0.882 0.20 -0.07 -0.07
C -3.712 -3.440 0.580 0.05 0.05 -0.07
C -2.441 -4.081 0.596 0.00 -0.08 0.08
C -1.186 -3.631 0.858 0.01 -0.12 -0.03
N -0.794 -2.248 0.941 0.36 0.06 0.15
C -3.017 -1.124 0.913 -0.15 -0.10 -0.03
C -3.365 0.193 1.612 -0.16 0.06 -0.01
N -1.245 1.465 1.012 -0.63 0.02 -0.78
C -2.603 2.973 -0.498 -0.30 -0.03 -0.15
C -4.025 2.996 -0.021 0.10 0.04 0.10
C -4.865 2.057 0.500 0.24 0.00 -0.06
C -4.608 0.780 0.993 -0.03 -0.12 0.11
C -5.679 -0.213 1.059 -0.16 0.12 0.06
N -6.951 0.084 1.101 -0.15 0.12 -0.02
H -4.562 -4.093 0.439 -0.05 0.03 -0.01
H -2.493 -5.157 0.472 0.03 0.01 0.01
H -0.378 -4.329 1.020 0.00 -0.01 -0.07
H -2.631 2.820 -1.592 0.05 -0.05 0.03
H -4.513 3.906 -0.344 0.04 0.06 0.00
H -5.921 2.305 0.451 -0.03 0.00 0.02
S 0.292 0.171 -6.700 -0.12 -0.05 0.10
C 0.276 -0.061 -4.943 0.03 0.05 -0.05
C -0.183 -1.252 -4.393 0.08 -0.05 -0.02
C -0.181 -1.395 -3.014 -0.07 -0.02 -0.09
N 0.225 -0.448 -2.171 0.04 0.03 0.12
C 0.694 0.678 -2.713 0.10 0.03 -0.02
C 0.748 0.918 -4.071 -0.08 0.01 0.01
C -0.381 1.821 -6.736 0.09 0.19 -0.06
C 0.413 2.900 -7.098 -0.03 -0.14 0.00
C -0.156 4.168 -7.086 0.13 0.05 -0.04
N -1.414 4.406 -6.742 -0.04 0.11 -0.01
C -2.170 3.361 -6.425 -0.12 -0.07 0.04
C -1.712 2.054 -6.412 0.07 -0.08 0.01
H -0.546 -2.048 -5.026 -0.02 -0.03 -0.01
H -0.537 -2.318 -2.570 -0.01 -0.03 0.00
H 1.081 1.421 -2.021 0.01 0.03 0.02
H 1.144 1.850 -4.450 0.00 0.03 0.01
H 1.446 2.762 -7.384 0.03 -0.01 0.00
H 0.439 5.031 -7.362 0.01 0.01 0.00
H -3.203 3.576 -6.177 -0.02 0.00 0.00
H -2.376 1.239 -6.161 -0.01 -0.03 0.00

=====

Calculated ΔE to the lowest compared entry with this formula, charge and spin in order - 0.0; 0.0; 112.0 kcal/mol